Entry 1:
Here is a 6-piece molecular cluster, C7H27N3O7 overall from OMol25. Energies are from the ωB97M-V functional and the def2-TZVPD basis.

```
44
Properties=species:S:1:pos:R:3:lowdin_charge:R:1
C 3.4418 -0.0683 3.4361 -0.07
O 3.6148 -0.7522 2.1518 -0.20
C 3.3010 -2.1230 2.1288 -0.23
C 2.9168 -2.6538 0.7080 -0.18
N 1.8585 -1.8471 0.0970 -0.05
C 0.5370 -2.2765 0.5841 -0.19
C -0.4193 -1.0462 0.4649 -0.21
O -0.3043 -0.4357 1.7175 -0.18
C -1.1816 0.6152 1.9752 -0.11
H 4.1258 -0.4960 4.1692 0.08
H 2.4723 -0.2146 3.9122 0.07
H 3.5128 1.0168 3.3618 0.08
H 2.5528 -2.3289 2.8943 0.11
H 4.2132 -2.6221 2.4558 0.11
H 2.5143 -3.6568 0.8492 0.11
H 3.7954 -2.9166 0.1188 0.11
H 1.9958 -0.8985 0.4153 0.09
H 0.5044 -2.5259 1.6447 0.11
H 0.0616 -3.0483 -0.0212 0.11
H -1.4530 -1.3687 0.3398 0.10
H -0.0456 -0.4420 -0.3618 0.12
H -1.2479 0.8989 3.0255 0.09
H -2.1984 0.2787 1.7727 0.07
H -1.0009 1.5428 1.4320 0.08
N -0.1301 1.5474 -3.6864 0.14
C 0.7792 2.3577 -3.2219 -0.70
N 0.4000 3.6449 -3.2123 0.16
O 1.9301 1.9010 -2.9162 -0.03
H -1.0034 1.9433 -4.0038 0.11
H 0.0592 0.5604 -3.7873 0.13
H -0.4880 4.0603 -3.4552 0.11
H 0.9930 4.2989 -2.7217 0.11
O -2.5311 3.8533 0.2135 -0.07
H -2.6115 3.4001 1.0528 0.01
H -2.1360 3.2068 -0.3714 -0.04
O -3.1923 -1.4793 -3.0077 -0.05
H -3.0379 -1.2607 -2.0887 -0.02
H -3.4776 -2.3929 -2.9924 0.04
O -3.9441 -0.6433 -0.4799 -0.05
H -4.7460 -0.8956 -0.9377 0.06
H -4.1785 -0.6710 0.4478 0.06
O -2.0686 1.6892 -1.2657 -0.05
H -1.4471 1.2026 -1.8072 0.02
H -2.7368 1.0456 -1.0301 0.02
```

HOMO level	-8.72	eV
frontier orbital gap	8.607	eV
spin multiplicity	1
LUMO level	-0.11	eV

=====

Entry 2:
Here is a 6-piece molecular cluster, C7H27N7O6 overall from OMol25. Energies are from the ωB97M-V functional and the def2-TZVPD basis.

```
47
Properties=species:S:1:pos:R:3:lowdin_charge:R:1
C -9.4642 12.0673 -29.1323 -0.12
O -10.6611 12.7717 -29.0479 -0.18
C -11.7884 12.0683 -28.5871 -0.21
C -13.0139 12.9344 -28.5323 -0.43
C -12.7438 14.3480 -28.0270 -0.06
N -14.1767 12.3338 -27.8485 0.04
H -9.0833 11.7237 -28.1628 0.09
H -8.7011 12.7799 -29.4546 0.09
H -9.4644 11.2380 -29.8444 0.09
H -11.8942 11.2430 -29.3085 0.11
H -11.5925 11.5805 -27.6215 0.13
H -13.2673 13.2104 -29.5671 0.14
H -12.2638 14.3884 -27.0382 0.08
H -13.6834 14.8989 -27.9595 0.08
H -11.9977 14.9108 -28.5867 0.08
H -14.5124 11.6705 -28.5473 0.07
H -14.8765 13.0702 -27.8364 0.09
N -10.1494 6.3013 -26.7610 0.15
C -9.6818 7.4152 -27.3961 -0.67
N -8.3366 7.6421 -27.2414 0.14
O -10.3962 8.2102 -28.0077 -0.01
H -9.4665 5.8643 -26.1746 0.09
H -11.1114 6.3785 -26.4677 0.07
H -7.6966 7.0084 -26.8061 0.09
H -7.9397 8.4575 -27.6705 0.10
N -13.1671 9.5524 -26.3692 0.19
C -13.6014 9.8670 -25.1301 -0.62
N -14.3104 11.0639 -25.1195 0.15
O -13.3196 9.1929 -24.1317 -0.02
H -12.5118 8.7918 -26.4537 0.09
H -13.4734 10.0727 -27.1638 0.06
H -14.5514 11.4935 -24.2460 0.10
H -14.2495 11.6601 -25.9540 0.05
N -15.1997 8.2145 -21.7162 0.15
C -16.1904 7.5776 -22.3890 -0.68
N -16.0535 7.6645 -23.7373 0.16
O -16.9365 6.7852 -21.8086 0.00
H -15.0817 8.0843 -20.7303 0.10
H -14.7437 9.0316 -22.0909 0.08
H -15.0964 7.8698 -23.9836 0.06
H -16.5969 7.1060 -24.3649 0.10
O -12.1114 6.6312 -24.6768 -0.07
H -12.5399 7.4881 -24.5091 -0.01
H -12.4193 6.0487 -23.9743 0.05
O -14.0397 10.7012 -30.7564 -0.05
H -13.8295 10.2681 -29.9224 0.02
H -13.5595 10.1851 -31.4138 0.05
```

HOMO level	-9.24	eV
frontier orbital gap	9.619	eV
spin multiplicity	1
LUMO level	0.38	eV
relative energy (zero: lowest compared OMol25 entry of this formula, charge and spin)	0.1	kcal/mol

=====

Entry 3:
Here is C7H28AsF6N14O7 as an isolated structure from OMol25. Energies are from the ωB97M-V functional and the def2-TZVPD basis.

```
63
Properties=species:S:1:pos:R:3:lowdin_charge:R:1
As 0.6844 -0.3330 0.6245 0.95
F 2.3199 -0.8695 1.1730 -0.27
F 1.4600 1.1329 0.0855 -0.22
F -0.8422 0.1981 -0.1672 -0.26
F 0.0836 -1.8319 1.2473 -0.27
F 0.1566 0.3816 2.2110 -0.26
F 1.0257 -1.1967 -0.9544 -0.27
C -2.8315 3.2299 -2.6950 -0.72
O -1.9798 4.0633 -2.3746 0.01
N -4.0206 3.5553 -3.1617 0.16
N -2.6997 1.9505 -2.3198 0.16
H -4.7804 2.9209 -3.3625 0.11
H -4.0876 4.5337 -3.4033 0.12
H -2.0650 1.6012 -1.6161 0.08
H -3.5397 1.4143 -2.4845 0.10
C 4.7893 -0.6564 3.5537 -0.78
O 3.8653 -0.2249 4.2550 0.01
N 6.0165 -0.8870 3.9880 0.15
N 4.6106 -1.0065 2.3331 0.17
H 6.7653 -0.7995 3.3159 0.10
H 6.2512 -0.6675 4.9456 0.11
H 3.6667 -0.8347 2.0172 0.05
H 5.3306 -1.4946 1.8199 0.12
C -3.4014 -2.9021 1.9346 -0.74
O -3.5493 -3.6040 0.9504 0.04
N -2.5960 -1.8717 2.1467 0.15
N -4.2407 -2.9033 2.9678 0.13
H -2.5800 -1.4384 3.0589 0.11
H -1.6595 -1.8803 1.7686 0.05
H -4.4241 -2.0386 3.4564 0.11
H -4.9071 -3.6565 2.8748 0.11
C 1.9825 -4.5566 0.8989 -0.66
O 2.4864 -5.6243 0.8881 0.15
N 1.7972 -3.8802 2.0466 0.42
N 1.6805 -3.8532 -0.1697 0.36
H 2.3704 -4.3037 2.7623 0.18
H 1.3191 -2.9933 1.9766 0.11
H 1.1364 -3.0057 -0.2462 0.09
H 1.7352 -4.4985 -0.9448 0.17
C -2.2933 3.2638 3.0306 -0.70
O -3.3855 3.8467 3.0032 0.00
N -1.2442 3.5946 3.8217 0.14
N -1.9417 2.3655 2.0928 0.15
H -0.2738 3.5344 3.5483 0.10
H -1.5032 4.4101 4.3583 0.10
H -2.6545 2.0839 1.4349 0.11
H -0.9944 2.0159 2.1168 0.06
C 1.9584 2.7323 -3.0055 -0.83
O 3.1145 2.4452 -2.7338 0.02
N 0.9181 2.7411 -2.2694 0.20
N 1.7355 3.1487 -4.1901 0.15
H 0.9550 2.5542 -1.2776 0.09
H 0.0073 2.9489 -2.6534 0.07
H 2.4492 3.0941 -4.9027 0.12
H 0.8275 3.5133 -4.4404 0.11
C -0.5753 -1.6395 -3.9489 -0.90
O -0.4827 -2.6954 -3.4538 0.08
N -0.3389 -1.3811 -5.1770 0.17
N -0.8942 -0.5485 -3.3571 0.18
H -0.4917 -2.2596 -5.6513 0.12
H -0.6341 -0.4826 -5.5316 0.11
H -0.8653 0.3492 -3.8189 0.10
H -0.7213 -0.8042 -2.3954 0.08
```

HOMO level (alpha / beta)	-8.93 / -8.93	eV
frontier orbital gap (alpha / beta)	8.305 / 2.448	eV
spin multiplicity	2
LUMO level (alpha / beta)	-0.63 / -6.48	eV

=====

Entry 4:
Here is C7H28CaN9O10 as an isolated structure from OMol25. Energies are from the ωB97M-V functional and the def2-TZVPD basis.

```
55
Properties=species:S:1:pos:R:3:lowdin_charge:R:1
Ca -20.4945 10.8607 12.8139 1.75
N -21.8004 10.9775 16.0893 -0.53
O -22.1888 9.8209 16.3756 -0.07
O -20.9727 11.0964 15.1376 -0.20
O -22.1956 11.9379 16.6946 0.09
C -24.8078 13.1515 18.2004 -0.17
O -25.3628 14.0726 19.1322 -0.11
H -23.7489 13.0647 18.4171 0.06
H -25.3455 12.2036 18.2444 0.08
H -24.9030 13.5848 17.1966 0.07
H -26.3122 13.9563 19.1994 0.07
C -25.3022 10.6972 15.1312 -0.15
O -25.4459 9.6525 16.0712 -0.11
H -26.0963 10.5666 14.3996 0.09
H -25.3821 11.6783 15.6056 0.07
H -24.3317 10.6461 14.6151 0.04
H -24.9188 9.7897 16.8665 0.04
C -23.1656 8.7373 19.9120 -0.12
O -23.7395 8.9705 18.6135 -0.15
H -23.9256 8.1742 20.4485 0.08
H -22.2812 8.1067 19.7953 0.07
H -22.9305 9.6657 20.4277 0.08
H -23.1116 9.4623 18.0744 0.01
C -22.9238 8.5348 13.0411 -0.61
O -22.2559 9.5902 12.8118 -0.25
N -23.2624 7.7114 12.0413 0.20
N -23.2944 8.2281 14.2785 0.23
H -23.9156 6.9581 12.1718 0.13
H -23.0277 7.9615 11.0972 0.12
H -23.7110 7.3401 14.4967 0.14
H -22.9981 8.8530 15.0287 0.07
C -18.9637 10.9624 19.5922 -0.64
O -18.9071 12.1582 19.8897 0.00
N -18.0677 10.0562 20.0540 0.18
N -19.9442 10.4666 18.7940 0.18
H -18.2270 9.0890 19.8221 0.07
H -17.3222 10.3254 20.6641 0.11
H -19.7978 9.5596 18.3584 0.05
H -20.6069 11.1025 18.3941 0.07
C -19.4853 15.0641 17.8131 -0.69
O -19.4175 16.0288 17.0670 0.01
N -18.7204 14.9091 18.9261 0.16
N -20.3835 14.0417 17.6791 0.15
H -17.9244 15.4988 19.0666 0.10
H -18.7436 13.9842 19.3414 0.04
H -21.0520 13.9237 16.9464 0.07
H -20.4497 13.3953 18.4493 0.06
C -19.7254 6.8572 17.5980 -0.65
O -19.1699 7.7287 18.2641 0.00
N -20.7335 7.1768 16.7564 0.18
N -19.4257 5.5303 17.7484 0.16
H -21.1132 6.4928 16.1296 0.10
H -21.0471 8.1323 16.7215 0.06
H -20.1710 4.8941 17.5242 0.10
H -18.8552 5.3676 18.5614 0.11
```

charge	+1
HOMO level	-10.61	eV
frontier orbital gap	4.749	eV
spin multiplicity	1
LUMO level	-5.86	eV

=====

Entry 5:
Here is C7H28F4Mn2N14O11P2 as an isolated structure from OMol25. Energies are from the ωB97M-V functional and the def2-TZVPD basis.

```
68
Properties=species:S:1:pos:R:3:lowdin_charge:R:1
Mn -0.4721 -1.0828 3.7297 1.11
Mn -1.6435 -2.7864 -1.2324 1.08
O -2.2983 -2.9997 0.6579 -0.30
P -2.7058 -3.0627 2.0773 0.23
O -1.8604 -2.3768 3.0775 -0.31
F -2.9046 -4.5097 2.5295 -0.02
F -4.1593 -2.5303 2.1778 -0.06
O -0.4824 -1.2670 -0.6452 -0.30
P 0.2160 -0.4321 0.3528 0.26
O 0.2652 -0.7741 1.7935 -0.30
F -0.3380 1.0172 0.2320 -0.07
F 1.7053 -0.2524 -0.0386 -0.07
C -4.2241 -0.6535 -1.6671 -0.61
O -3.2542 -1.4120 -1.5761 -0.05
N -4.3684 0.1940 -2.7106 0.20
N -5.2807 -0.7248 -0.8217 0.20
H -3.6090 0.1476 -3.3729 0.11
H -5.0985 0.8723 -2.8253 0.12
H -6.1154 -0.2173 -1.0554 0.12
H -5.2332 -1.3215 -0.0163 0.10
C 5.4110 0.0732 1.7876 -0.70
O 6.1886 -0.3858 2.6027 0.04
N 5.3496 1.4238 1.5520 0.16
N 4.6423 -0.6781 0.9449 0.16
H 4.6983 1.7370 0.8499 0.07
H 5.8849 2.0388 2.1346 0.11
H 4.7157 -1.6753 1.0052 0.10
H 4.0109 -0.2532 0.2921 0.04
C -2.8436 1.1329 2.9652 -0.61
O -1.8560 0.5151 3.3743 -0.06
N -2.7975 2.0274 1.9462 0.20
N -4.0687 0.9480 3.5178 0.20
H -1.9115 2.2752 1.5425 0.09
H -3.6701 2.4606 1.7066 0.11
H -4.1433 0.2320 4.2204 0.12
H -4.8515 1.5684 3.4127 0.12
C 1.2979 -4.3005 -1.5258 -0.59
O 0.0960 -4.0046 -1.4689 -0.04
N 1.7540 -5.4788 -1.9876 0.20
N 2.2776 -3.4268 -1.1467 0.18
H 1.2177 -6.0535 -2.6210 0.13
H 2.7181 -5.4469 -2.2943 0.13
H 3.0039 -3.7268 -0.5079 0.12
H 1.9287 -2.5477 -0.7922 0.07
C 1.3412 1.4032 3.7204 -0.61
O 0.8802 0.4265 4.3409 -0.07
N 0.5976 2.5122 3.4951 0.20
N 2.5834 1.4326 3.1983 0.21
H -0.3911 2.4925 3.6564 0.10
H 1.0618 3.3306 3.1426 0.12
H 2.7241 2.1807 2.5393 0.10
H 3.4005 0.8917 3.4281 0.12
C -1.7342 2.1358 -3.3125 -0.71
O -1.1460 1.0847 -3.5223 0.01
N -2.2014 2.9021 -4.3384 0.16
N -1.8926 2.6708 -2.0709 0.16
H -1.9321 2.6505 -5.2736 0.11
H -2.5873 3.8266 -4.2582 0.10
H -2.3319 3.5654 -1.9541 0.10
H -1.6922 2.1083 -1.2669 0.07
C 3.5545 1.3834 -2.5372 -0.66
O 4.2287 1.6545 -1.5505 0.01
N 3.1965 2.3376 -3.4538 0.16
N 3.0595 0.1322 -2.7840 0.16
H 3.7143 3.1942 -3.5069 0.11
H 2.6283 2.0091 -4.2142 0.09
H 3.0728 -0.4702 -1.9864 0.06
H 2.6735 -0.1378 -3.6680 0.10
```

charge	+2
HOMO level (alpha / beta)	-13.50 / -13.50	eV
frontier orbital gap (alpha / beta)	8.669 / 8.289	eV
spin multiplicity	11
LUMO level (alpha / beta)	-4.83 / -5.21	eV
relative energy (zero: lowest compared OMol25 entry of this formula, charge and spin)	0.0	kcal/mol